# 1
# C4H14N

A cluster of 2 separate species, C4H14N in total at a distorted geometry (ωB97M-V/def2-TZVPD, the Open Molecules 2025 dataset).

Atoms and positions in Å:
C  0.796  2.173  -0.878
C  1.459  1.161  -1.782
H  0.714  3.148  -1.440
H  -0.275  2.068  -0.740
H  1.350  2.387  0.057
H  1.431  0.082  -1.509
H  2.521  1.379  -1.891
H  1.105  1.204  -2.806
C  -1.316  -1.363  1.423
C  -0.769  0.006  0.999
N  -0.560  -2.476  0.680
H  -0.976  -1.559  2.479
H  -2.422  -1.311  1.302
H  -0.664  0.235  -0.064
H  0.111  0.397  1.513
H  -0.163  -3.216  1.258
H  -1.006  -2.955  -0.104
H  0.315  -2.039  0.373
H  -1.651  0.679  1.129

Output
* energy relative to the best compared isomer or geometry (same formula, charge and spin): 122.7 kJ/mol
* Kohn-Sham gap: 10.65 eV
* LUMO energy: -3.9 eV
* highest occupied orbital energy: -0.53321 Eh
* net charge: +1
* DFT total energy: -5857.58221 eV

=====

# 2
# C4H14N

A cluster of 2 separate species, C4H14N in total at a distorted geometry (ωB97M-V/def2-TZVPD, the Open Molecules 2025 dataset).

Atoms and positions in Å:
C  -1.956  1.907  3.658
N  -1.358  0.996  2.638
H  -1.375  1.908  4.576
H  -1.931  2.914  3.247
H  -2.986  1.614  3.842
H  -1.005  0.113  3.045
H  -0.482  1.366  2.267
H  -2.022  0.777  1.889
C  0.864  -1.548  -1.143
C  1.255  -1.554  -2.612
C  1.430  -0.156  -3.199
H  1.732  -1.755  -0.501
H  0.338  -2.479  -0.919
H  0.304  -0.717  -0.719
H  0.526  -2.031  -3.254
H  2.205  -2.068  -2.699
H  0.511  0.431  -3.215
H  2.166  0.442  -2.677
H  1.786  -0.161  -4.222

Output
* energy relative to the best compared isomer or geometry (same formula, charge and spin): 90.9 kJ/mol
* Kohn-Sham gap: 9.40 eV
* LUMO energy: -4.2 eV
* highest occupied orbital energy: -0.50073 Eh
* net charge: +1
* DFT total energy: -5857.91181 eV

=====

# 3
# C4H14N2

A cluster of 2 separate species, C4H14N2 in total at a distorted geometry (ωB97M-V/def2-TZVPD, the Open Molecules 2025 dataset).

Atoms and positions in Å:
C  3.264  2.088  2.389
C  2.467  2.717  3.428
N  1.116  2.603  2.851
H  3.194  2.551  1.326
H  4.277  2.165  2.666
H  3.162  1.031  2.175
H  2.584  2.277  4.447
H  2.658  3.798  3.457
H  0.400  3.161  3.434
H  0.667  1.648  2.935
C  -3.266  -2.664  -3.286
C  -1.910  -2.835  -2.809
N  -1.229  -1.632  -2.418
H  -3.965  -2.012  -2.612
H  -3.176  -2.086  -4.177
H  -3.758  -3.634  -3.637
H  -2.021  -3.638  -2.057
H  -1.290  -3.269  -3.674
H  -1.510  -1.357  -1.474
H  -1.665  -0.911  -2.964

Output
* structure (SMILES): CCN.CCN
* energy relative to the best compared isomer or geometry (same formula, charge and spin): 130.1 kJ/mol
* Kohn-Sham gap: 10.54 eV
* LUMO energy: 1.1 eV
* highest occupied orbital energy: -0.34534 Eh
* DFT total energy: -7353.76890 eV

=====

# 4
# C4H14N2O

A cluster of 2 separate species, C4H14N2O in total at a distorted geometry (ωB97M-V/def2-TZVPD, the Open Molecules 2025 dataset).

Atoms and positions in Å:
C  -2.417  1.171  0.086
N  -1.086  1.017  0.727
C  -0.055  0.247  -0.054
C  -0.194  0.286  -1.633
C  -0.019  -1.307  0.398
N  1.007  -2.064  -0.409
H  -2.971  0.147  -0.066
H  -2.242  1.574  -0.925
H  -2.977  1.869  0.645
H  -1.239  0.590  1.765
H  0.978  0.650  0.127
H  0.819  0.114  -2.096
H  -0.984  -0.354  -2.046
H  -0.448  1.399  -1.760
H  -1.094  -1.786  0.361
H  0.147  -1.398  1.406
H  0.789  -2.166  -1.463
H  1.930  -1.609  -0.451
O  2.979  0.587  1.927
H  3.577  -0.139  2.128
H  3.501  1.172  1.332

Output
* structure (SMILES): CN[C@H](C)CN.O
* energy relative to the best compared isomer or geometry (same formula, charge and spin): 253.1 kJ/mol
* Kohn-Sham gap: 8.83 eV
* LUMO energy: 0.7 eV
* highest occupied orbital energy: -0.29854 Eh
* DFT total energy: -9400.98339 eV

=====

# 5
# C4H14N2O

A cluster of 2 separate species, C4H14N2O in total at a distorted geometry (ωB97M-V/def2-TZVPD, the Open Molecules 2025 dataset).

Atoms and positions in Å:
N  1.490  2.379  0.538
C  -0.007  2.218  0.340
C  -0.387  1.205  -0.798
C  -1.108  0.006  -0.187
C  -0.547  -1.354  -0.624
N  -0.646  -1.808  -2.007
H  1.622  2.055  1.540
H  2.036  1.772  -0.077
H  -0.500  3.229  0.212
H  -0.461  1.996  1.335
H  0.430  0.627  -1.369
H  -1.014  1.676  -1.606
H  -2.149  -0.039  -0.421
H  -1.149  0.056  0.964
H  0.373  -1.410  -0.055
H  -1.178  -2.219  -0.097
H  0.107  -1.394  -2.545
H  -1.518  -1.505  -2.445
O  1.029  -2.083  2.174
H  0.144  -1.800  2.441
H  1.411  -2.832  2.630

Output
* structure (SMILES): NCCCCN.O
* energy relative to the best compared isomer or geometry (same formula, charge and spin): 247.4 kJ/mol
* Kohn-Sham gap: 9.64 eV
* LUMO energy: 0.7 eV
* highest occupied orbital energy: -0.32847 Eh
* DFT total energy: -9401.04272 eV

=====

# 6
# C4H14N2O

A cluster of 2 separate species, C4H14N2O in total at a distorted geometry (ωB97M-V/def2-TZVPD, the Open Molecules 2025 dataset).

Atoms and positions in Å:
C  -0.698  -0.337  -0.767
C  0.302  0.080  0.328
C  1.733  -0.042  -0.128
N  0.166  -0.681  1.536
C  -1.125  -0.669  2.238
N  -2.080  -1.626  1.734
H  -0.223  -0.142  -1.706
H  -0.801  -1.423  -0.722
H  -1.647  0.172  -0.679
H  0.093  1.144  0.534
H  2.401  0.262  0.675
H  2.046  -1.035  -0.370
H  1.994  0.509  -1.004
H  0.909  -0.515  2.193
H  -0.824  -0.952  3.254
H  -1.525  0.350  2.287
H  -1.587  -2.281  1.144
H  -2.789  -1.221  1.134
O  1.386  2.547  -4.145
H  1.031  3.429  -4.338
H  1.237  2.430  -3.198

Output
* structure (SMILES): CC(C)NCN.O
* energy relative to the best compared isomer or geometry (same formula, charge and spin): 123.5 kJ/mol
* Kohn-Sham gap: 9.52 eV
* LUMO energy: 0.7 eV
* highest occupied orbital energy: -0.32414 Eh
* DFT total energy: -9402.32731 eV

=====

# 7
# C4H14N2O

A cluster of 2 separate species, C4H14N2O in total at a distorted geometry (ωB97M-V/def2-TZVPD, the Open Molecules 2025 dataset).

Atoms and positions in Å:
C  -0.657  -0.735  1.735
N  0.647  -0.214  1.282
C  1.246  -0.722  -0.013
C  0.225  -1.194  -1.071
C  -0.735  -0.046  -1.443
N  0.034  0.875  -2.325
H  -0.644  -1.621  2.389
H  -1.138  -0.040  2.442
H  -1.338  -0.979  0.917
H  1.179  -0.488  2.098
H  1.924  -1.534  0.243
H  1.829  0.153  -0.319
H  -0.409  -1.929  -0.548
H  0.881  -1.653  -1.812
H  -0.901  0.522  -0.526
H  -1.712  -0.374  -1.834
H  -0.211  0.691  -3.284
H  -0.134  1.827  -2.040
O  -0.161  2.864  1.443
H  0.747  2.563  1.319
H  -0.671  2.033  1.348

Output
* structure (SMILES): CNCCCN.O
* energy relative to the best compared isomer or geometry (same formula, charge and spin): 190.7 kJ/mol
* Kohn-Sham gap: 9.84 eV
* LUMO energy: 0.9 eV
* highest occupied orbital energy: -0.32784 Eh
* DFT total energy: -9401.63034 eV

=====

# 8
# C4H14N2O

A cluster of 2 separate species, C4H14N2O in total at a distorted geometry (ωB97M-V/def2-TZVPD, the Open Molecules 2025 dataset).

Atoms and positions in Å:
C  0.062  -2.373  0.262
C  0.321  -1.383  -0.840
C  0.504  0.017  -0.286
N  -0.755  0.470  0.278
C  1.192  0.892  -1.454
N  1.475  2.384  -1.292
H  0.855  -2.780  0.863
H  -0.587  -1.906  0.980
H  -0.479  -3.153  -0.185
H  -0.455  -1.462  -1.667
H  1.263  -1.816  -1.324
H  1.318  -0.181  0.571
H  -0.814  1.546  0.423
H  -1.478  0.264  -0.420
H  2.130  0.356  -1.643
H  0.546  0.828  -2.385
H  1.226  2.724  -0.370
H  2.475  2.687  -1.244
O  -2.363  -0.128  2.763
H  -2.983  0.623  2.945
H  -1.622  0.405  2.357

Output
* structure (SMILES): CC[C@H](N)CN.O
* energy relative to the best compared isomer or geometry (same formula, charge and spin): 195.6 kJ/mol
* Kohn-Sham gap: 10.09 eV
* LUMO energy: 0.8 eV
* highest occupied orbital energy: -0.34117 Eh
* DFT total energy: -9401.57940 eV

=====

# 9
# C4H14N2O

A cluster of 2 separate species, C4H14N2O in total at a distorted geometry (ωB97M-V/def2-TZVPD, the Open Molecules 2025 dataset).

Atoms and positions in Å:
C  1.979  -0.445  -0.426
C  1.148  -0.226  0.830
C  -0.237  0.313  0.489
N  -0.862  -0.539  -0.548
C  -1.052  0.480  1.783
N  -2.485  0.618  1.583
H  1.805  0.329  -1.174
H  1.699  -1.358  -0.936
H  3.052  -0.472  -0.217
H  1.112  -1.123  1.432
H  1.595  0.601  1.387
H  -0.089  1.296  0.019
H  -1.778  -0.170  -0.776
H  -1.019  -1.451  -0.131
H  -0.674  1.394  2.258
H  -0.818  -0.364  2.447
H  -2.903  1.350  2.139
H  -2.769  0.725  0.621
O  1.118  -0.144  -3.626
H  0.671  -0.695  -4.278
H  0.507  -0.118  -2.876

Output
* structure (SMILES): CC[C@@H](N)CN.O
* energy relative to the best compared isomer or geometry (same formula, charge and spin): 94.5 kJ/mol
* Kohn-Sham gap: 10.13 eV
* LUMO energy: 0.9 eV
* highest occupied orbital energy: -0.33882 Eh
* DFT total energy: -9402.62759 eV

=====

# 10
# C4H14N2O

A cluster of 2 separate species, C4H14N2O in total at a distorted geometry (ωB97M-V/def2-TZVPD, the Open Molecules 2025 dataset).

Atoms and positions in Å:
C  1.000  2.073  -0.248
C  1.126  0.658  -0.829
C  0.055  -0.392  -0.203
N  0.869  -1.344  0.566
C  -0.890  -0.833  -1.288
N  -1.700  -1.960  -0.854
H  0.301  1.952  0.566
H  1.963  2.458  0.155
H  0.624  2.855  -0.861
H  2.147  0.334  -0.766
H  0.805  0.740  -1.881
H  -0.384  0.370  0.508
H  1.516  -1.842  -0.041
H  0.385  -1.959  1.203
H  -1.598  0.029  -1.623
H  -0.411  -1.039  -2.243
H  -2.621  -1.801  -0.498
H  -1.305  -2.647  -0.248
O  -0.674  0.682  3.269
H  -0.979  1.465  2.793
H  -0.230  0.203  2.522

Output
* structure (SMILES): CC[C@H](N)CN.O
* energy relative to the best compared isomer or geometry (same formula, charge and spin): 191.8 kJ/mol
* Kohn-Sham gap: 9.92 eV
* LUMO energy: 0.9 eV
* highest occupied orbital energy: -0.33174 Eh
* DFT total energy: -9401.61900 eV

=====

# 11
# C4H14N2O

A cluster of 2 separate species, C4H14N2O in total at a distorted geometry (ωB97M-V/def2-TZVPD, the Open Molecules 2025 dataset).

Atoms and positions in Å:
C  0.264  1.118  -0.531
C  0.937  0.118  0.405
C  1.654  0.929  1.695
N  -0.007  -0.975  0.773
C  0.316  -2.353  0.290
N  -0.485  -2.654  -0.854
H  0.978  1.937  -0.739
H  -0.566  1.545  -0.003
H  0.011  0.812  -1.633
H  1.716  -0.496  -0.126
H  1.736  0.278  2.569
H  1.058  1.787  1.891
H  2.706  1.166  1.567
H  -0.868  -0.625  1.190
H  0.195  -3.126  1.067
H  1.404  -2.348  0.061
H  -1.540  -2.799  -0.847
H  -0.130  -2.337  -1.732
H  -3.317  3.175  -2.176
H  -3.342  2.121  -1.184
O  -2.721  2.728  -1.682

Output
* energy relative to the best compared isomer or geometry (same formula, charge and spin): 101.9 kJ/mol
* Kohn-Sham gap (spin up / spin down): 11.59 / 7.24 eV
* LUMO energy (spin up / spin down): -2.8 / -7.1 eV
* <S²>: 0.7564
* highest occupied orbital energy (spin up / spin down): -0.52935 / -0.52886 Eh
* net charge: +1
* DFT total energy: -9393.51355 eV
* 2S+1: 2

=====

# 12
# C4H14N2O

A cluster of 2 separate species, C4H14N2O in total at a distorted geometry (ωB97M-V/def2-TZVPD, the Open Molecules 2025 dataset).

Atoms and positions in Å:
C  0.924  1.091  0.260
C  1.039  -0.099  -0.780
C  0.254  -1.237  -0.215
C  0.804  -2.446  -0.043
N  0.500  -3.410  1.002
N  0.224  2.313  -0.372
H  0.173  0.855  1.019
H  1.817  1.433  0.773
H  0.712  0.436  -1.664
H  2.102  -0.353  -0.796
H  -0.837  -1.102  -0.192
H  1.790  -2.592  -0.463
H  -0.121  -3.083  1.754
H  0.110  -4.291  0.638
H  1.326  -3.630  1.577
H  0.708  3.187  -0.141
H  0.109  2.394  -1.387
H  -0.737  2.394  -0.018
H  -3.239  3.460  0.523
H  -3.654  2.528  -0.612
O  -2.910  2.805  -0.092

Output
* energy relative to the best compared isomer or geometry (same formula, charge and spin): 132.8 kJ/mol
* Kohn-Sham gap: 10.86 eV
* LUMO energy: -7.2 eV
* highest occupied orbital energy: -0.66510 Eh
* net charge: +2
* DFT total energy: -9385.18922 eV

=====

> Which formula does entry 1 have?

C4H14N

=====

> Which value of DFT total energy does entry 4 give?

-9400.98339 eV

=====

What did the eleventh record say?
# C4H14N2O

A cluster of 2 separate species, C4H14N2O in total at a distorted geometry (ωB97M-V/def2-TZVPD, the Open Molecules 2025 dataset).

Atoms and positions in Å:
C  0.264  1.118  -0.531
C  0.937  0.118  0.405
C  1.654  0.929  1.695
N  -0.007  -0.975  0.773
C  0.316  -2.353  0.290
N  -0.485  -2.654  -0.854
H  0.978  1.937  -0.739
H  -0.566  1.545  -0.003
H  0.011  0.812  -1.633
H  1.716  -0.496  -0.126
H  1.736  0.278  2.569
H  1.058  1.787  1.891
H  2.706  1.166  1.567
H  -0.868  -0.625  1.190
H  0.195  -3.126  1.067
H  1.404  -2.348  0.061
H  -1.540  -2.799  -0.847
H  -0.130  -2.337  -1.732
H  -3.317  3.175  -2.176
H  -3.342  2.121  -1.184
O  -2.721  2.728  -1.682

Output
* energy relative to the best compared isomer or geometry (same formula, charge and spin): 101.9 kJ/mol
* Kohn-Sham gap (spin up / spin down): 11.59 / 7.24 eV
* LUMO energy (spin up / spin down): -2.8 / -7.1 eV
* <S²>: 0.7564
* highest occupied orbital energy (spin up / spin down): -0.52935 / -0.52886 Eh
* net charge: +1
* DFT total energy: -9393.51355 eV
* 2S+1: 2

=====

> DFT total energy of number 11 (C4H14N2O)?

-9393.51355 eV